Here is a structure of composition C39H52ClO6PbSSe in a non-equilibrium geometry from OMol25. Energies are from the ωB97M-V functional and the def2-TZVPD basis.

```
101
C39H52ClO6PbSSe (the ωB97M-V functional and the def2-TZVPD basis)
Pb 0.03224 -0.32205 -0.31727
C 3.45884 3.67007 5.24796
C 3.51454 4.40417 3.90086
C 2.53786 5.58834 3.93634
C 4.92750 4.96061 3.72023
C 3.12515 3.44501 2.77807
C 1.87885 2.84021 2.77610
C 1.51028 1.95316 1.77649
Se -0.24147 1.17568 1.98137
C 0.26681 -0.22585 3.16861
C 0.21354 0.06877 4.52402
C 0.62037 -0.85371 5.47126
C 1.07635 -2.08222 4.98262
C 1.13462 -2.41539 3.63931
C 0.71302 -1.46375 2.65511
O 0.76078 -1.75666 1.39311
C 1.65116 -3.78305 3.18151
C 0.54582 -4.53139 2.42088
C 2.87679 -3.60560 2.27067
C 2.07699 -4.66631 4.35814
C 0.56417 -0.50565 6.95776
C 1.06348 -1.65174 7.83888
C 1.43903 0.72495 7.23519
C -0.88264 -0.18966 7.36309
C 2.35420 1.60777 0.68760
O 2.00462 0.80157 -0.25897
C 3.63714 2.24098 0.68745
C 3.96443 3.11520 1.71484
C 4.71260 2.01915 -0.39683
C 4.33689 1.04828 -1.52381
C 5.98184 1.46193 0.26894
C 5.03738 3.36882 -1.05846
H 3.73950 4.34246 6.06456
H 4.14213 2.81853 5.25013
H 2.45637 3.29237 5.45420
H 2.80655 6.28388 4.73722
H 1.51424 5.25349 4.11272
H 2.55713 6.12958 2.98796
H 5.16049 5.63789 4.54568
H 5.02228 5.52286 2.78864
H 5.67470 4.16430 3.71933
H 1.17375 3.04594 3.57480
H -0.14284 1.04612 4.83148
H 1.40394 -2.82179 5.69715
H 0.24871 -3.97466 1.53628
H -0.33016 -4.67506 3.05902
H 0.90856 -5.51560 2.10892
H 2.62198 -3.03758 1.37889
H 3.25339 -4.58568 1.96233
H 3.67544 -3.08332 2.80404
H 1.24567 -4.87199 5.03723
H 2.89177 -4.21806 4.93231
H 2.43178 -5.62296 3.96797
H 2.10333 -1.90299 7.61978
H 0.45762 -2.55108 7.70997
H 1.00431 -1.35549 8.88916
H 2.47584 0.53326 6.95161
H 1.41213 0.98423 8.29801
H 1.09317 1.59231 6.67051
H -1.52968 -1.04912 7.17661
H -1.27740 0.65656 6.79835
H -0.93724 0.06064 8.42692
H 4.94539 3.57049 1.68046
H 4.12840 0.04650 -1.15575
H 5.19052 0.99366 -2.20917
H 3.46596 1.37818 -2.08537
H 5.77004 0.50009 0.73975
H 6.37833 2.13289 1.03345
H 6.76222 1.31336 -0.48300
H 4.14688 3.77628 -1.54164
H 5.81104 3.23436 -1.81993
H 5.40032 4.10655 -0.34007
Cl -5.69672 -5.37832 -0.61731
C -4.61966 -4.00532 -0.46649
C -5.13378 -2.74596 -0.16735
C -4.27582 -1.68118 -0.05297
C -2.86495 -1.78780 -0.22523
O -2.19607 -0.68420 -0.08430
C -2.36943 -3.09272 -0.52852
C -0.95616 -3.48777 -0.74722
O 0.00298 -2.76477 -0.70738
C -3.27002 -4.16119 -0.64050
H -6.19889 -2.61189 -0.02684
H -4.65985 -0.69605 0.17945
H -0.83430 -4.56419 -0.98660
H -2.87599 -5.14439 -0.87270
O -0.73932 1.80042 -1.41256
S -2.12749 2.35560 -1.50366
C -2.13380 3.37729 -3.00930
C -1.73646 4.79056 -2.60686
C -2.45806 5.04700 -1.28600
C -2.14806 3.82963 -0.42016
H -3.15006 3.34361 -3.40870
H -1.45881 2.89216 -3.71214
H -1.99721 5.51888 -3.37597
H -0.65638 4.83702 -2.45145
H -3.53506 5.12857 -1.45581
H -2.12933 5.96878 -0.80434
H -2.86351 3.66000 0.38325
H -1.14199 3.87803 0.00082
O 0.30041 -0.92115 -2.20262
```

Values from the calculation:
ΔE to the lowest compared entry with this formula, charge and spin   34.7 kcal per mole
Charge   -1
HOMO-LUMO gap   6.735 eV
Maximum force   0.04936 hartree/bohr
LUMO level   2.0 eV
Spin multiplicity   1
HOMO level   -0.17515 Ha

=====

Here is a structure of composition C54H100N2O19Pb in a non-equilibrium geometry from OMol25. Energies are from the ωB97M-V functional and the def2-TZVPD basis.

```
176
C54H100N2O19Pb (the ωB97M-V functional and the def2-TZVPD basis)
Pb 1.53419 -4.65402 -0.08206
C 3.41535 -1.17962 -1.67693
C 2.30931 -0.46104 -0.74137
C 1.54142 0.36694 -1.74867
C 0.15150 0.81891 -1.26278
C -0.61902 -0.33890 -0.89716
C -0.01467 -1.29860 0.17472
N 1.42447 -1.46612 -0.10214
O 2.09507 -2.35826 0.82542
C -0.87026 -2.55064 0.03591
C -0.26580 -0.57431 1.51943
C 2.85905 0.61159 0.17028
H 3.95010 -0.41207 -2.23641
H 2.96183 -1.78524 -2.46156
H 4.10610 -1.80131 -1.10731
H 1.24606 -0.27553 -2.57819
H 2.18716 1.18913 -2.05709
H -0.23206 1.25642 -2.18450
H 0.00096 1.64154 -0.56369
H -0.97982 -0.80449 -1.81430
H -1.49308 0.13446 -0.44989
H -1.89592 -2.32232 -0.25391
H -0.81261 -3.15983 0.93795
H -0.45203 -3.05266 -0.83653
H 0.38823 0.29737 1.54238
H -0.08409 -1.25420 2.35180
H -1.29022 -0.20507 1.56777
H 2.12433 0.93645 0.90699
H 3.18646 1.51750 -0.33985
H 3.75517 0.14655 0.58115
C -1.94365 -6.27700 -0.52837
C -1.80112 -5.97404 -2.07300
C -3.08441 -5.10790 -2.27173
C -3.01287 -4.42232 -3.71350
C -1.68646 -3.73995 -3.87271
C -0.39311 -4.67875 -3.68542
N -0.51803 -5.32044 -2.40432
O 0.65306 -6.14606 -2.14563
C 0.79661 -3.65771 -3.66688
C -0.17147 -5.61883 -4.91106
C -2.11224 -7.37631 -2.78700
H -1.21197 -6.91718 -0.03550
H -2.89905 -6.66959 -0.18026
H -1.74305 -5.40058 0.08788
H -3.15611 -4.19968 -1.67333
H -4.09211 -5.51673 -2.19764
H -3.86306 -3.77412 -3.92588
H -2.94775 -5.17459 -4.49959
H -1.56646 -2.91293 -3.17289
H -1.64838 -3.36686 -4.89616
H 1.70532 -4.02182 -3.18753
H 0.66277 -2.80823 -2.99712
H 1.17840 -3.51880 -4.67833
H -0.74964 -6.53623 -5.02153
H 0.88611 -5.87201 -4.83681
H -0.46302 -4.99435 -5.75553
H -1.23505 -7.95326 -2.49413
H -2.22069 -7.49105 -3.86550
H -3.04896 -7.73366 -2.35926
C -3.93889 1.90759 -1.99625
C -4.07502 0.51043 -1.94056
C -3.47273 -0.11020 -3.21136
O -2.49558 0.89655 -3.57619
C -2.99226 2.18277 -3.20190
H -3.60554 2.43448 -1.10218
H -4.92122 2.29597 -2.26513
H -5.07403 0.08657 -1.83843
H -3.64248 0.09951 -1.02834
H -4.30859 -0.33978 -3.87221
H -3.01556 -1.06645 -2.95705
H -3.54640 2.64948 -4.01628
H -2.18786 2.83032 -2.85303
C -0.52908 6.28354 -0.28141
C -1.97938 6.73226 -0.27178
C -2.42341 6.32062 1.12979
O -1.78828 5.10445 1.34219
C -0.63106 4.91446 0.48417
H 0.07451 7.00543 0.26873
H -0.02770 6.29226 -1.24921
H -2.48161 6.20167 -1.08069
H -2.02966 7.79060 -0.52771
H -3.51205 6.27350 1.10251
H -2.01611 7.03688 1.84337
H -0.79346 4.07999 -0.19802
H 0.28038 4.69954 1.04201
C 6.57210 2.31310 0.89829
C 6.86000 0.83416 0.76076
C 7.07029 0.41202 2.32228
O 7.34068 1.61076 2.94219
C 6.56931 2.65651 2.43587
H 5.56090 2.38637 0.49803
H 7.17824 2.94631 0.25042
H 7.85072 0.83717 0.30628
H 6.20855 0.13591 0.23524
H 7.93384 -0.24828 2.40219
H 6.23112 -0.11370 2.77781
H 6.85552 3.70181 2.55218
H 5.61812 2.66441 2.96810
C 3.61980 6.80467 -1.27267
C 3.50119 5.44434 -0.48798
C 3.38484 4.42305 -1.54850
O 3.30198 5.10668 -2.81277
C 3.89398 6.36129 -2.72275
H 4.21938 7.58649 -0.80646
H 2.63793 7.27651 -1.23523
H 2.75711 5.47351 0.30800
H 4.47896 5.36075 -0.01355
H 2.40614 3.94892 -1.47470
H 4.24138 3.76997 -1.71561
H 3.54459 7.00473 -3.53022
H 4.91551 6.28439 -3.09512
C -0.70169 2.82677 4.04602
C -1.51461 2.42846 5.17948
C -0.48335 2.12925 6.15397
O 0.68294 1.69118 5.47492
C 0.47440 1.88199 4.00376
H -0.37278 3.86360 4.11616
H -1.26519 2.92898 3.11860
H -1.99473 1.51395 4.83125
H -2.29981 3.12752 5.46737
H -0.80527 1.35380 6.84906
H -0.33054 3.08410 6.65699
H -0.01724 0.95673 3.70329
H 1.31489 2.07528 3.33719
C -3.50778 1.45177 1.99560
C -4.60261 2.37253 2.46738
C -5.52454 2.97075 1.39813
O -6.81382 2.74425 1.94895
C -6.81915 1.78852 2.78391
O -7.86885 1.28728 3.24159
O -5.52985 1.46096 3.09038
H -3.76769 0.69709 1.25330
H -2.89834 1.01889 2.78888
H -2.76161 2.11083 1.55178
H -4.26060 3.05837 3.24246
H -5.61967 2.37727 0.48882
H -5.38568 4.04923 1.32269
C 4.71544 0.24913 -5.50772
C 5.66560 1.46091 -5.41248
C 5.11502 2.59851 -4.56302
O 6.04326 2.76764 -3.50260
C 7.09300 1.83975 -3.63575
O 8.08326 1.88567 -2.88115
O 6.83549 1.04592 -4.64771
H 4.25848 -0.18046 -4.61624
H 5.27418 -0.63873 -5.80372
H 3.80023 0.42852 -6.07192
H 5.98294 1.72476 -6.42133
H 4.13128 2.22344 -4.28076
H 5.07167 3.33592 -5.36455
C -5.87659 -1.75358 1.85613
C -5.14829 -2.78852 2.70125
C -3.96150 -3.35437 1.94826
O -2.94969 -3.43660 2.97720
C -3.26592 -2.59400 3.94505
O -2.58292 -2.32247 4.95548
O -4.48973 -2.04307 3.68711
H -5.50592 -0.73349 1.95676
H -6.92848 -1.62013 2.10877
H -5.92447 -1.95461 0.78591
H -5.66043 -3.64876 3.13229
H -3.73130 -2.53667 1.26528
H -4.32885 -4.25146 1.44989
C 0.13950 -3.17483 6.36262
C 0.58295 -4.42826 5.63094
C -0.57569 -5.32195 5.42063
O -0.65347 -5.50902 4.10007
C 0.32535 -4.82185 3.46812
O 0.47389 -4.84325 2.25814
O 1.05944 -4.17557 4.41027
H -0.39125 -2.40906 5.79693
H 1.07184 -2.67589 6.62704
H -0.54655 -3.31609 7.19777
H 1.19587 -5.02548 6.30603
H -1.45944 -4.82456 5.82023
H -0.42537 -6.30287 5.87152
```

Values from the calculation:
ΔE to the lowest compared entry with this formula, charge and spin   147.5 kcal per mole
Charge   0
HOMO-LUMO gap   5.734 eV
Maximum force   0.10661 hartree/bohr
LUMO level   -0.9 eV
Spin multiplicity   1
HOMO level   -0.24268 Ha

=====

Here is the ion C5H8NS with charge +1 in a non-equilibrium geometry from OMol25. Energies are from the ωB97M-V functional and the def2-TZVPD basis.

```
15
C5H8NS (the ωB97M-V functional and the def2-TZVPD basis)
C 1.37201 1.10091 1.36909
C -0.79796 0.52883 0.96293
C 0.12457 0.03557 -0.15299
C -0.01825 0.41805 -1.57468
C 0.15145 -1.42132 0.03135
N 1.58693 0.46747 0.34713
S 0.22927 1.43909 2.43845
H -1.58220 1.37096 0.74001
H -1.33247 -0.17123 1.59874
H 0.85889 0.77488 -2.17557
H -0.53492 1.39909 -1.65437
H -0.45342 -0.39239 -2.17471
H 0.55242 -1.83124 -0.93919
H -0.88054 -1.96812 0.19832
H 0.72422 -1.75055 0.98548
```

Values from the calculation:
ΔE to the lowest compared entry with this formula, charge and spin   103.1 kcal per mole
Charge   +1
HOMO-LUMO gap   7.772 eV
Maximum force   0.12579 hartree/bohr
LUMO level   -7.1 eV
Spin multiplicity   1
HOMO level   -0.54761 Ha

=====

Here is a structure of composition C31H35BN9O3RuS in a non-equilibrium geometry from OMol25. Energies are from the ωB97M-V functional and the def2-TZVPD basis.

```
81
C31H35BN9O3RuS (the ωB97M-V functional and the def2-TZVPD basis)
Ru 0.58470 -0.98051 -0.70082
C 0.14859 -3.53104 -3.79596
C -1.00256 -3.36700 -2.86317
C -2.25139 -3.99668 -2.94610
C -2.95658 -3.53410 -1.86365
N -2.17316 -2.68574 -1.17759
N -0.97589 -2.56849 -1.79316
B -2.41179 -1.83190 0.08502
N -1.30940 -2.25582 1.09398
C -1.42707 -2.62319 2.37340
C -0.20108 -3.07987 2.81764
C 0.65714 -2.94988 1.72548
C 2.11103 -3.25379 1.58794
N -0.03931 -2.47959 0.69077
N -2.27175 -0.35590 -0.43137
C -3.14070 0.65616 -0.39234
C -2.59155 1.74169 -1.05385
C -1.34048 1.31424 -1.49178
C -0.25695 2.03936 -2.21515
N -1.18788 0.03687 -1.14165
N -3.75780 -1.96203 0.78960
C -4.83641 -2.78107 0.71106
C -5.71752 -2.42263 1.69674
C -5.09195 -1.34967 2.36819
C -5.56920 -0.55908 3.54531
N -3.92086 -1.08390 1.81758
H -0.07523 -4.28997 -4.54337
H 0.37368 -2.59259 -4.30142
H 1.04192 -3.83053 -3.25301
H -2.58448 -4.69142 -3.69822
H -3.95878 -3.75504 -1.55483
H -2.35732 -2.53998 2.90622
H 0.04110 -3.44199 3.80209
H 2.36960 -4.17749 2.10317
H 2.36599 -3.35337 0.53277
H 2.71482 -2.44762 2.00862
H -4.09383 0.56278 0.09577
H -3.03185 2.71495 -1.18715
H -0.62400 2.97993 -2.62071
H 0.56392 2.25324 -1.52512
H 0.13261 1.42391 -3.02800
H -4.91891 -3.56457 -0.01769
H -6.67731 -2.86481 1.90690
H -6.60452 -0.79904 3.78129
H -4.94920 -0.76884 4.41760
H -5.48308 0.50784 3.34196
O 2.16281 0.58492 -0.70126
N 3.05488 0.69984 -1.65780
C 3.79944 1.82541 -1.71239
C 4.73521 1.99570 -2.69535
C 4.87806 1.01255 -3.67682
C 4.10843 -0.12505 -3.59755
C 3.21035 -0.29745 -2.54097
S 2.32403 -1.74711 -2.29015
H 3.58837 2.53951 -0.92771
H 5.34093 2.88981 -2.70892
H 5.57853 1.14264 -4.49041
H 4.17274 -0.91383 -4.33363
C 3.83568 5.14665 0.43535
C 2.85047 4.12746 0.95549
C 1.48249 4.36745 0.89190
C 0.55496 3.40711 1.29009
C -0.91611 3.72196 1.31408
C 1.02442 2.16165 1.70768
C 2.39091 1.90970 1.83143
C 2.89229 0.58100 2.32972
C 3.28687 2.91459 1.47426
C 0.03657 1.02921 1.99758
O -0.65600 1.09842 2.99679
O 0.05084 0.06236 1.14322
H 3.54346 6.16076 0.70966
H 3.88022 5.10627 -0.65727
H 4.83587 4.95540 0.82527
H 1.12523 5.32806 0.53102
H -1.12765 4.66348 0.80531
H -1.25018 3.79892 2.35011
H -1.50069 2.92642 0.85354
H 2.38205 0.29210 3.25089
H 3.96532 0.61653 2.52028
H 2.68959 -0.18564 1.58253
H 4.35430 2.74138 1.59102
```

Values from the calculation:
⟨S²⟩   0.757
ΔE to the lowest compared entry with this formula, charge and spin   40.8 kcal per mole
Charge   0
HOMO-LUMO gap (spin up / spin down)   7.053 / 7.456 eV
Maximum force   0.03778 hartree/bohr
LUMO level (spin up / spin down)   -0.9 / -0.5 eV
Spin multiplicity   2
HOMO level (spin up / spin down)   -0.29287 / -0.29357 Ha

=====

Here is a cluster of 2 separate species, C5H9OP in total in a non-equilibrium geometry from OMol25. Energies are from the ωB97M-V functional and the def2-TZVPD basis.

```
16
C5H9OP (the ωB97M-V functional and the def2-TZVPD basis)
C -0.19973 1.96121 0.57782
C -0.24283 0.80961 -0.10139
P -0.73620 -0.76577 0.76105
C -2.27883 -1.02171 -0.18609
O 0.17026 -1.77648 -0.14825
H -0.09047 2.84107 0.10870
H -0.25430 2.09682 1.71510
H -0.06981 0.63041 -1.14299
H -2.53977 -2.04908 -0.34069
H -3.23423 -0.79731 0.21452
H -2.31412 -0.59137 -1.11693
H 1.16217 -1.69414 -0.12420
C 3.58617 -0.82351 0.36945
C 3.38921 0.30399 -0.05138
H 3.73310 -1.70802 0.95528
H 3.30915 1.19237 -0.63890
```

Values from the calculation:
ΔE to the lowest compared entry with this formula, charge and spin   73.9 kcal per mole
Charge   0
HOMO-LUMO gap   9.509 eV
Maximum force   0.07151 hartree/bohr
LUMO level   1.1 eV
Spin multiplicity   1
HOMO level   -0.31003 Ha